1.
15
Properties=species:S:1:pos:R:3:nbo_charge:R:1 method="wB97M-V/def2-TZVPD" energy_ha=-304.7170 gap_ev=8.23 max_force_ev_per_a=2.6 mol_weight_g_mol=96.1 charge=0 relative_energy_kj_mol=311.0 homo_ev=-8.0 multiplicity=1
C -2.41 -0.23 -1.31 -0.408
N -1.16 -0.08 -0.48 -0.330
C -0.03 -0.13 -1.15 0.075
C 1.14 0.00 -0.43 -0.454
C 0.83 0.17 0.94 0.148
C 1.88 0.30 2.05 -0.623
N -0.41 0.20 1.31 -0.144
H -2.15 -0.35 -2.39 0.199
H -3.08 0.63 -1.26 0.205
H -2.99 -1.13 -1.06 0.204
H -0.03 -0.27 -2.24 0.200
H 2.13 -0.04 -0.84 0.226
H 2.59 1.08 1.75 0.231
H 2.42 -0.65 2.13 0.233
H 1.50 0.56 3.04 0.236

2.
9
Properties=species:S:1:pos:R:3:nbo_charge:R:1 method="wB97M-V/def2-TZVPD" energy_ha=-321.2256 gap_ev="8.94 / 8.94" max_force_ev_per_a=2.0 mol_weight_g_mol=85.1 charge=0 relative_energy_kj_mol=399.2 homo_ev="-9.3 / -9.3" multiplicity=1 smiles="O=C=CCN=O"
C -0.34 -0.21 1.86 0.725
C 0.39 0.03 -0.50 -0.326
C -0.59 -0.32 0.60 -0.576
N -0.25 0.43 -1.75 0.150
O -0.14 -0.14 3.01 -0.439
O 0.42 1.08 -2.53 -0.266
H 1.15 0.74 -0.17 0.221
H 0.91 -0.89 -0.81 0.234
H -1.54 -0.72 0.29 0.277

3.
13
Properties=species:S:1:pos:R:3:nbo_charge:R:1 method="wB97M-V/def2-TZVPD" energy_ha=-801.6484 gap_ev=9.87 max_force_ev_per_a=4.8 mol_weight_g_mol=106.0 charge=0 relative_energy_kj_mol=270.4 homo_ev=-9.0 multiplicity=1 smiles="P/C=C/CP"
C -0.21 -0.03 0.61 -0.138
C -1.16 -0.41 -0.95 -0.710
C 0.09 0.85 1.63 -0.504
P 0.29 -0.54 -2.17 0.307
P 1.04 0.28 3.07 0.311
H -1.76 -1.41 -0.74 0.250
H 0.32 -0.85 0.72 0.139
H -1.92 0.44 -1.20 0.236
H -0.37 1.74 1.82 0.198
H 0.16 0.70 -2.96 -0.011
H -0.41 -1.31 -3.06 -0.038
H 1.70 1.52 3.07 -0.024
H 2.14 -0.13 2.28 -0.016

4.
13
Properties=species:S:1:pos:R:3:nbo_charge:R:1 method="wB97M-V/def2-TZVPD" energy_ha=-344.2731 gap_ev=8.59 max_force_ev_per_a=2.2 mol_weight_g_mol=91.1 charge=-1 relative_energy_kj_mol=97.4 homo_ev=-4.5 multiplicity=1
C -1.52 0.57 -2.03 -0.244
O -2.08 -0.05 -0.90 -0.782
H -1.32 -0.20 -0.28 0.513
H -1.52 1.65 -1.85 0.149
H -2.01 0.26 -2.96 0.146
H -0.47 0.30 -2.20 0.149
C 1.71 -1.05 0.13 -0.747
C 0.92 -0.03 0.99 0.777
O -0.33 -0.13 0.91 -0.804
O 1.60 0.78 1.64 -0.744
H 1.24 -2.04 0.12 0.194
H 2.62 -1.50 0.55 0.193
H 1.89 -0.73 -0.89 0.201

5.
17
Properties=species:S:1:pos:R:3:nbo_charge:R:1 method="wB97M-V/def2-TZVPD" energy_ha=-455.2731 gap_ev=9.51 max_force_ev_per_a=2.3 mol_weight_g_mol=128.1 charge=0 relative_energy_kj_mol=224.2 homo_ev=-9.6 multiplicity=1 smiles="[H]/N=C(/C=O)CC(=O)NC"
C -1.07 0.28 0.00 -0.607
C 1.64 -0.13 1.69 -0.407
N 0.27 -0.64 1.72 -0.695
C -0.34 -0.95 0.47 0.727
C -0.98 0.61 -1.45 0.189
C 0.29 0.26 -2.15 0.399
N -1.86 1.17 -2.18 -0.548
O -0.32 -2.04 -0.04 -0.545
O 1.32 0.03 -1.58 -0.501
H 0.25 -1.48 2.29 0.378
H -2.72 1.43 -1.70 0.344
H -2.10 0.20 0.33 0.257
H -0.54 0.99 0.75 0.273
H 0.21 0.25 -3.25 0.135
H 1.67 0.75 1.05 0.205
H 2.34 -0.88 1.32 0.192
H 1.93 0.16 2.70 0.202